Molecular formula: C4H7NO2
Method: DFT, wB97M-V/def2-TZVPD

The calculated total energy comes out at -9842.861 eV. As for the relative energy (zero: lowest compared OMol25 entry of this formula, charge and spin): 101.9 kcal per mole. The value obtained for the orbital gap is 9.84 eV. The multiplicity is 1.

```
14
Properties=species:S:1:pos:R:3:lowdin_charge:R:1
C -1.37573 -1.00520 0.12456 -0.062
C -0.36118 -0.46948 -0.86187 -0.378
C 0.00151 1.42764 0.01651 -0.198
N 0.91740 1.16951 0.92968 0.009
C 1.93309 -0.52978 0.37524 -0.065
O 2.72666 -1.24549 0.79306 0.157
O 0.76179 -1.04429 -0.94418 -0.074
H -1.00540 -0.87534 1.14814 0.086
H -1.51349 -2.07755 -0.04748 0.085
H -2.34303 -0.50238 0.02872 0.079
H -0.71656 0.05310 -1.75815 0.127
H -1.03689 1.40289 0.33764 0.079
H 0.22754 2.04476 -0.85725 0.095
H 1.79804 1.63075 0.71344 0.060
```

***

Molecular formula: C4H7NO2
Method: DFT, wB97M-V/def2-TZVPD

The calculated total energy comes out at -9846.677 eV. As for the relative energy (zero: lowest compared OMol25 entry of this formula, charge and spin): 13.9 kcal per mole. The value obtained for the orbital gap is 10.76 eV. The SMILES is NC(=O)CCC=O. The multiplicity is 1.

```
14
Properties=species:S:1:pos:R:3:lowdin_charge:R:1
N -2.05849 -1.43240 -0.88012 0.152
C -0.87564 -0.77125 -0.96618 -0.544
O -0.27015 -0.67005 -2.01309 0.049
C -0.30674 -0.26039 0.37391 -0.110
C 0.50031 0.99085 0.13284 -0.162
C 1.54623 1.30146 1.14363 -0.266
O 1.66518 0.74373 2.20776 0.050
H -2.41897 -1.81971 -0.02552 0.102
H -2.38979 -1.84593 -1.73685 0.108
H 0.20493 -1.11407 0.79631 0.127
H -1.22213 -0.12413 0.94857 0.114
H -0.13207 1.89055 0.02680 0.138
H 0.88323 0.95511 -0.89723 0.119
H 2.22712 2.14766 0.90155 0.123
```